Computed, not measured: C23H49ClO9SiZr as an isolated structure, with ωB97M-V with the def2-TZVPD basis set.

The total charge is +2. The HOMO-LUMO gap comes out at 9.2 eV. The value obtained for the relative energy (zero: lowest compared OMol25 entry of this formula, charge and spin) is 990.3 kJ/mol.

```
84
C23H49ClO9SiZr, DFT ωB97M-V with the def2-TZVPD basis set
Zr -1.1073 -0.4578 1.4819
C 1.6945 -0.8383 3.1468
C 1.7158 -1.7229 1.9022
O 0.3744 -2.1810 1.6184
C -0.0521 -3.3706 2.3322
C -0.8558 -2.9520 3.5470
O -1.8280 -1.9829 3.1450
C -2.8999 -2.5476 2.2750
C -2.5850 -2.0603 0.8798
O -2.3976 0.7104 -0.0297
C -4.0169 1.6867 1.8802
C -3.2079 1.8036 3.1099
O -1.9479 1.0343 3.0136
C -1.0855 1.3220 4.1545
C 0.3371 1.1140 3.7151
O 0.3801 -0.2422 3.2415
H 2.4502 -0.0565 3.0666
H 1.8626 -1.4020 4.0652
H 2.3642 -2.5857 2.0489
H 2.0338 -1.1764 1.0194
H 0.8183 -3.9690 2.5980
H -0.6593 -3.9352 1.6268
H -0.2356 -2.4740 4.3021
H -1.3498 -3.8133 4.0000
H -3.8316 -2.1653 2.6870
H -2.8894 -3.6295 2.4081
H -3.4528 -1.6644 0.3547
H -2.1536 -2.8450 0.2568
H -4.9551 1.1598 1.7724
H -4.2936 1.5735 -0.3234
H -3.7949 1.4087 3.9401
H -2.9087 2.8236 3.3451
H -1.3598 0.6476 4.9663
H -1.2365 2.3553 4.4653
H 1.0145 1.2432 4.5594
H 0.6118 1.7806 2.8928
Cl -3.2403 1.8545 0.4973
C -2.2780 3.1117 0.4979
H -2.7251 4.0181 0.8753
H -1.4703 3.0165 -0.2160
C 0.6965 -1.6785 -3.6367
C -0.0769 -2.0481 -2.3807
C -1.4645 -2.5381 -2.7587
C 0.6757 -3.0912 -1.5689
O -0.2844 -0.8759 -1.5341
Si 0.6686 0.3741 -1.0809
O 0.3015 0.4626 0.5442
O 2.2229 -0.0410 -1.2344
C 3.4757 0.6422 -0.9842
C 3.7837 1.5552 -2.1589
C 3.3653 1.4510 0.3018
C 4.5214 -0.4538 -0.8566
O 0.2647 1.8133 -1.6804
C -0.1991 2.4206 -2.9123
C 0.7308 2.0558 -4.0590
C -0.1709 3.9225 -2.6860
C -1.6130 1.9231 -3.1818
H 0.9064 -2.5811 -4.2113
H 1.6485 -1.2062 -3.3944
H 0.1058 -1.0164 -4.2706
H -1.3885 -3.3721 -3.4568
H -2.0277 -1.7386 -3.2409
H -2.0212 -2.8775 -1.8856
H 0.8095 -3.9996 -2.1567
H 0.1115 -3.3479 -0.6704
H 1.6606 -2.7171 -1.2841
H 3.0789 2.3876 -2.1940
H 3.7316 1.0019 -3.0967
H 4.7886 1.9656 -2.0588
H 2.5739 2.2001 0.2247
H 4.3045 1.9683 0.4977
H 3.1526 0.7990 1.1533
H 4.5687 -1.0400 -1.7742
H 4.2786 -1.1261 -0.0307
H 5.5057 -0.0247 -0.6701
H 1.7458 2.3990 -3.8655
H 0.3838 2.5340 -4.9752
H 0.7491 0.9815 -4.2277
H 0.8419 4.2550 -2.4573
H -0.8268 4.2184 -1.8669
H -0.5074 4.4410 -3.5837
H -1.6381 0.8335 -3.2190
H -1.9723 2.3133 -4.1342
H -2.3010 2.2633 -2.4026
```

Computed, not measured: C23H49CoN4P3Se as an isolated structure at a distorted geometry, with ωB97M-V with the def2-TZVPD basis set.

The total charge is +3. The HOMO-LUMO gap (spin up / spin down) comes out at 6.1 / 2.2 eV. Its spin multiplicity is 5.

```
81
C23H49CoN4P3Se, DFT ωB97M-V with the def2-TZVPD basis set
Co -1.1922 -1.0486 -0.3512
P -2.2480 -1.2028 1.5610
P 0.1228 -2.6079 -0.2677
P -2.7786 -1.3443 -1.6193
H 0.3297 0.8125 0.6069
C -0.5451 1.0551 -0.0317
C -1.7388 1.5767 0.4719
H -1.8648 1.8126 1.5245
C -1.5459 -0.5019 3.0995
C -2.5968 -2.9102 2.2042
C -3.9507 -0.4974 1.7118
C 1.4799 -2.5262 -1.4768
C 1.0316 -2.9309 1.2993
C -0.6217 -4.2546 -0.6223
C -3.9150 0.0748 -1.8738
C -3.9493 -2.7251 -1.2336
C -2.3162 -1.7840 -3.3300
H -0.3417 1.1823 -1.0990
H -2.5145 1.8581 -0.2406
H -1.1546 0.5130 2.9408
H -0.7468 -1.1455 3.5022
H -2.3236 -0.4552 3.8810
H -1.6647 -3.4382 2.4394
H -3.1876 -3.5070 1.4939
H -3.1809 -2.8220 3.1326
H -3.9639 0.5359 1.3466
H -4.2247 -0.4862 2.7773
H -4.7022 -1.0889 1.1759
H 2.0573 -3.4619 -1.5051
H 2.1416 -1.6892 -1.2068
H 1.0781 -2.3081 -2.4776
H 1.2472 -3.9983 1.4443
H 0.4543 -2.5761 2.1594
H 1.9796 -2.3795 1.2853
H 0.1636 -5.0233 -0.6132
H -1.1002 -4.2424 -1.6100
H -1.3839 -4.5058 0.1251
H -4.6056 -0.1535 -2.6949
H -3.3271 0.9631 -2.1318
H -4.4883 0.2813 -0.9631
H -4.6525 -2.8332 -2.0679
H -4.5083 -2.5286 -0.3143
H -3.3900 -3.6595 -1.1162
H -3.2261 -1.8985 -3.9393
H -1.7390 -2.7214 -3.3254
H -1.6821 -0.9841 -3.7515
C 0.9414 2.0937 -4.3251
C 0.4594 3.2876 -3.7777
C 0.7084 4.5104 -4.4170
C 1.4234 4.5476 -5.6222
C 1.8811 3.3486 -6.1904
C 1.6432 2.1230 -5.5499
Se 0.4613 0.3996 -3.4901
H 0.9964 0.3975 -2.0604
H -0.1255 3.2582 -2.8659
H 0.3406 5.4342 -3.9839
H 1.6153 5.5079 -6.1261
H 2.4221 3.3750 -7.1401
H 1.9821 1.1982 -6.0066
C 1.4633 2.2110 2.4352
N 1.8120 0.8370 1.9946
C 2.1181 0.0237 3.1835
N 3.2076 0.6036 3.9948
C 2.8297 1.9777 4.3968
N 2.5420 2.8430 3.2265
C 3.7474 2.9010 2.3832
N 4.1463 1.5530 1.9280
C 3.0324 0.9383 1.1735
C 4.4023 0.7071 3.1288
H 0.5628 2.1643 3.0626
H 1.2657 2.8286 1.5439
H 2.4274 -0.9874 2.8782
H 1.2092 -0.0477 3.7918
H 3.6623 2.4036 4.9747
H 1.9350 1.9420 5.0248
H 3.5287 3.5287 1.5117
H 4.5747 3.3307 2.9685
H 3.3583 -0.0663 0.8727
H 2.8118 1.5411 0.2807
H 5.2220 1.1561 3.7090
H 4.6775 -0.2953 2.7726
```

Computed, not measured: C23H49N3OP4Ti as an isolated structure at a distorted geometry, with ωB97M-V with the def2-TZVPD basis set.

The total charge is +4. The HOMO-LUMO gap (spin up / spin down) comes out at 2.6 / 2.6 eV.

```
81
C23H49N3OP4Ti, DFT ωB97M-V with the def2-TZVPD basis set
Ti 0.2000 0.2707 -0.1523
P 0.7611 -1.9668 -1.2189
P 2.5901 0.0699 0.8191
P -2.3084 0.4376 -0.7262
H 2.1386 2.2561 -0.9109
C 1.0501 2.3221 -0.7820
C 0.4152 2.5665 0.4675
H 0.9772 2.7211 1.3977
C 1.7499 -1.9631 -2.7553
C 1.6046 -3.2676 -0.2383
C -0.7772 -2.8360 -1.7079
C 3.2773 1.5755 1.6264
C 3.1699 -1.1729 2.0489
C 3.8780 -0.1649 -0.4685
C -3.0383 1.9448 0.0270
C -3.5272 -0.8288 -0.1990
C -2.8692 0.6847 -2.4521
H 0.5214 2.6284 -1.6950
H -0.5712 3.0412 0.4639
H 1.1332 -2.3114 -3.5942
H 2.5950 -2.6570 -2.6405
H 2.1591 -0.9701 -2.9849
H 1.4203 -4.2403 -0.7139
H 1.1983 -3.2917 0.7813
H 2.6873 -3.0928 -0.2088
H -0.4949 -3.7751 -2.2051
H -1.3738 -2.2196 -2.3961
H -1.3752 -3.0714 -0.8144
H 4.3651 1.4484 1.7066
H 2.8604 1.7131 2.6303
H 3.0606 2.4663 1.0321
H 4.2683 -1.1452 2.0880
H 2.8592 -2.1858 1.7751
H 2.7882 -0.9444 3.0512
H 4.8336 0.2047 -0.0699
H 3.6258 0.4050 -1.3697
H 3.9846 -1.2226 -0.7353
H -3.9886 2.1712 -0.4782
H -2.3646 2.8032 -0.0793
H -3.2255 1.7734 1.0945
H -4.2966 -0.9499 -0.9773
H -4.0126 -0.5026 0.7310
H -3.0347 -1.7958 -0.0351
H -3.8933 1.0866 -2.4688
H -2.8382 -0.2681 -2.9922
H -2.1855 1.3844 -2.9386
C -0.0239 1.3950 -4.4493
C 0.7045 0.6584 -5.3916
C 0.5327 0.9676 -6.7426
C -0.3051 2.0131 -7.1549
C -1.0359 2.7212 -6.2006
C -0.8790 2.4303 -4.8427
O -0.0091 1.0789 -3.1049
H 0.6814 0.4068 -2.8368
H 1.3652 -0.1336 -5.0505
H 1.0520 0.3602 -7.4866
H -0.4088 2.2454 -8.2164
H -1.7547 3.4799 -6.5114
H -1.4514 2.9777 -4.0942
C 0.2847 -0.8577 5.3170
N -0.0300 0.5417 4.9629
C -1.4744 0.7606 5.1697
N -2.2964 -0.1808 4.3782
C -1.9344 -1.5713 4.7519
N -0.4979 -1.8423 4.5363
C -0.1330 -1.8741 3.1243
P -0.4253 -0.2042 2.3150
C 0.4073 0.8652 3.6092
C -2.1670 0.0412 2.9426
H 0.0061 -1.0080 6.3701
H 1.3514 -1.0520 5.1450
H -1.7277 1.7767 4.8538
H -1.6988 0.6091 6.2381
H -2.5248 -2.2788 4.1551
H -2.1260 -1.7067 5.8274
H 0.9136 -2.1784 3.0063
H -0.7529 -2.6126 2.5990
H 0.1672 1.9123 3.3728
H 1.4975 0.7314 3.5544
H -2.8227 -0.6693 2.4211
H -2.4816 1.0660 2.7008
```

Computed, not measured: a 2-piece molecular cluster, C23H50BFNO2S2 overall at a distorted geometry, with ωB97M-V with the def2-TZVPD basis set.

The total charge is +1. The HOMO-LUMO gap comes out at 5.2 eV. The value obtained for the relative energy (zero: lowest compared OMol25 entry of this formula, charge and spin) is 49.1 kJ/mol.

```
80
C23H50BFNO2S2, DFT ωB97M-V with the def2-TZVPD basis set
C 3.1949 1.1849 5.4517
C 2.2920 0.4165 4.4643
C 3.0038 0.1406 3.1334
C 3.0329 1.3706 2.2165
C 2.0358 1.3529 1.0538
C 0.6292 0.8433 1.3664
C -0.2986 1.9240 1.9260
C -1.7719 1.5605 1.9560
N -2.2453 0.7527 0.8183
C -3.6874 0.4219 1.0084
C -3.9364 -0.5547 2.1342
C -3.2014 -1.8687 1.8895
C -1.8636 -2.0373 2.6140
C -0.9369 -2.9976 1.8517
C -0.2043 -2.2872 0.7146
C 0.0077 -3.1204 -0.5376
C 0.6415 -2.2761 -1.6406
C -2.0666 1.3266 -0.4504
S -2.0843 0.3531 -1.7575
S -2.0308 3.0940 -0.6349
C -0.3873 3.5544 -1.3125
C 0.3596 2.5106 -2.1201
C -0.0337 2.4896 -3.6045
B 0.7907 1.3852 -4.3845
O 0.7980 0.1060 -3.9195
C 1.6701 1.7103 -5.6577
C 1.6366 0.6221 -6.7350
C 2.7485 -0.3879 -6.5784
F 0.4041 -0.0300 -6.7333
H 4.2366 1.1646 5.1429
H 3.1340 0.7694 6.4531
H 2.9084 2.2306 5.5257
H 1.4337 1.0543 4.2650
H 1.9558 -0.5102 4.9214
H 4.0156 -0.1832 3.3664
H 2.5342 -0.7028 2.6297
H 4.0300 1.4292 1.7808
H 2.9316 2.2776 2.8095
H 2.4418 0.8114 0.2032
H 1.9154 2.3839 0.7133
H 0.1918 0.4604 0.4421
H 0.6358 -0.0005 2.0563
H -0.0165 2.1031 2.9638
H -0.1256 2.8617 1.4036
H -1.9811 1.0217 2.8744
H -2.3514 2.4865 2.0118
H -4.2408 1.3523 1.1767
H -4.0743 -0.0155 0.0946
H -5.0077 -0.7481 2.1478
H -3.6910 -0.1058 3.0934
H -3.0114 -1.9399 0.8145
H -3.8486 -2.7009 2.1779
H -1.3510 -1.0804 2.6855
H -2.0283 -2.4079 3.6240
H -0.2145 -3.4020 2.5586
H -1.5445 -3.8102 1.4578
H 0.7715 -1.9584 1.0694
H -0.7543 -1.3845 0.4362
H 0.6627 -3.9693 -0.3431
H -0.9560 -3.4820 -0.9089
H 0.8730 -2.8603 -2.5261
H -0.0278 -1.4682 -1.9297
H 1.5587 -1.8152 -1.2784
H 0.2165 3.9002 -0.4780
H -0.5948 4.4219 -1.9317
H 0.2724 1.5268 -1.6706
H 1.4190 2.7695 -2.0648
H 0.1880 3.4676 -4.0283
H -1.1044 2.3056 -3.6980
H 0.1645 -0.0049 -3.2011
H 1.3049 2.6426 -6.0859
H 2.7084 1.8596 -5.3631
H 1.7343 1.1063 -7.7068
H 2.5988 -1.2500 -7.2198
H 2.7957 -0.7232 -5.5433
H 3.6941 0.0964 -6.8054
O -3.6243 -5.2261 1.4314
H -3.2424 -6.0506 1.7983
H -4.5734 -5.1259 1.6540
H -3.4597 -5.1373 0.4677
```

Computed, not measured: a 7-piece molecular cluster, C23H50ClFN3O9S2 overall at a distorted geometry, with ωB97M-V with the def2-TZVPD basis set.

The total charge is +1. The HOMO-LUMO gap comes out at 6.1 eV.

```
89
C23H50ClFN3O9S2, DFT ωB97M-V with the def2-TZVPD basis set
C 3.6895 3.9158 -1.6179
C 4.7520 3.0714 -0.9293
N 4.1438 1.8906 -0.2493
C 4.4943 1.8598 1.1868
C 4.0200 3.1235 1.9278
C 4.3683 0.7166 -0.9389
S 4.0707 0.5436 -2.5394
S 5.0131 -0.6406 -0.0132
C 4.1873 -2.1324 -0.6363
C 2.6862 -2.0963 -0.9607
C 1.8282 -1.3534 0.0441
C 0.3618 -1.7287 -0.0409
N 0.0784 -2.6603 -0.9076
N -1.1829 -3.0775 -1.0026
C -1.4356 -4.1418 -2.0062
C -0.3454 -4.1939 -3.0432
O 0.7251 -4.9916 -2.5697
C -2.1298 -2.5754 -0.2342
Cl -3.6815 -3.2779 -0.3825
C -1.9212 -1.5488 0.6868
C -3.0142 -1.0143 1.5610
C -4.2356 -0.4388 0.8280
C -4.9399 0.5957 1.6622
F -3.8854 0.0376 -0.4339
C -0.6131 -1.0877 0.7852
C -0.2595 0.0190 1.7182
C -0.8287 1.3685 1.2304
C -0.2724 1.8252 -0.1250
C -1.2814 1.6765 -1.2393
O -0.6305 1.9244 -2.4852
C -1.2703 2.7918 -3.2938
C -1.5272 2.3576 -4.6894
O -1.5922 3.8838 -2.9211
H 3.1017 4.4151 -0.8550
H 3.0121 3.2487 -2.1327
H 4.1219 4.6258 -2.3098
H 5.4863 2.7313 -1.6477
H 5.2751 3.6894 -0.2079
H 5.5715 1.7727 1.3086
H 4.0225 1.0127 1.6587
H 3.3368 2.8571 2.7234
H 4.8696 3.5756 2.4238
H 3.5717 3.8490 1.2683
H 4.7235 -2.5374 -1.4832
H 4.3199 -2.8417 0.1751
H 2.5567 -1.6121 -1.9209
H 2.4011 -3.1364 -1.0250
H 2.1509 -1.5940 1.0561
H 1.8850 -0.2838 -0.0891
H -2.3613 -3.9328 -2.5184
H -1.4557 -5.0974 -1.4986
H -0.0506 -3.2091 -3.3898
H -0.7876 -4.6892 -3.9073
H 1.5091 -4.6886 -3.0356
H -2.6151 -0.2308 2.1814
H -3.3456 -1.7976 2.2323
H -4.9380 -1.2496 0.6912
H -4.4167 1.5466 1.6505
H -5.9172 0.7585 1.2237
H -5.0357 0.2043 2.6653
H 0.8097 0.1624 1.7370
H -0.5768 -0.1962 2.7341
H -1.9094 1.3195 1.1373
H -0.6314 2.1453 1.9571
H -0.0743 2.8856 -0.0616
H 0.6374 1.3237 -0.4221
H -1.6303 0.6472 -1.2692
H -2.1137 2.3474 -1.0757
H -1.3731 1.2966 -4.8350
H -2.5404 2.6187 -4.9522
H -0.8632 2.8867 -5.3638
O -0.4313 5.3306 0.8319
H -1.3642 5.3574 1.0654
H -0.4310 5.2566 -0.1303
O 2.7549 -5.4091 -0.4626
H 1.9544 -5.0146 -0.8286
H 2.7695 -6.2966 -0.8334
O -3.9700 1.5418 -2.8516
H -4.0562 1.1521 -1.9714
H -4.0350 2.4907 -2.6938
O -2.1699 -1.4991 4.6164
H -1.6189 -2.2107 4.2643
H -2.9328 -1.9535 4.9885
O -5.6291 0.9144 4.8614
H -6.4446 1.4215 4.9252
H -5.0535 1.3075 5.5248
O -0.0213 -3.9352 4.8314
H 0.9350 -3.9138 4.9360
H -0.3542 -4.0046 5.7322
```

Computed, not measured: a 5-piece molecular cluster, C23H50N2O5 overall at a distorted geometry, with ωB97M-V with the def2-TZVPD basis set.

The total charge is 0. The HOMO-LUMO gap comes out at 9.7 eV. Its SMILES is N#CC[C@@H](C#N)CCCO.CCOCC.CCOCC.CCOCC.CCOCC.

```
80
C23H50N2O5, DFT ωB97M-V with the def2-TZVPD basis set
N -2.2206 0.7160 1.8084
C -1.2143 0.4887 1.1798
C 0.0192 0.1912 0.1853
C -0.0978 -1.3579 -0.2572
C -0.1790 -1.4173 -1.8819
N -0.1367 -1.2581 -3.0849
C 1.1548 -2.2768 0.1540
C 1.3312 -2.5177 1.7318
C 0.3083 -3.5810 2.3779
O -0.9130 -3.7923 1.6109
H 1.0086 0.4791 0.6808
H -0.1818 0.8192 -0.7687
H -1.1160 -1.7372 0.1065
H 1.1405 -3.2563 -0.4641
H 2.1042 -1.7131 -0.2090
H 1.3358 -1.5339 2.3456
H 2.3960 -2.9609 1.8830
H 0.7776 -4.6206 2.5468
H 0.0010 -3.1634 3.4113
H -1.6162 -3.3423 2.1481
C 7.6143 -1.9268 -1.4182
C 6.2340 -2.3504 -1.8924
O 5.1889 -1.9783 -1.0027
C 5.0368 -0.5863 -0.7543
C 4.7448 0.2252 -2.0048
H 7.8261 -2.3506 -0.4310
H 8.3796 -2.2689 -2.1199
H 7.7013 -0.8422 -1.3328
H 6.2069 -3.4405 -1.9657
H 6.0290 -1.9690 -2.8975
H 5.9162 -0.1987 -0.2289
H 4.1948 -0.4840 -0.0623
H 5.5578 0.1657 -2.7310
H 4.5996 1.2779 -1.7485
H 3.8398 -0.1432 -2.4967
C -2.3965 -2.5403 -4.8568
C -3.7733 -2.9708 -5.3350
O -4.8220 -2.6109 -4.4442
C -4.9833 -1.2216 -4.1883
C -5.2791 -0.4059 -5.4351
H -2.1829 -2.9678 -3.8722
H -1.6278 -2.8729 -5.5594
H -2.3171 -1.4562 -4.7650
H -3.7929 -4.0608 -5.4147
H -3.9798 -2.5850 -6.3384
H -4.1069 -0.8311 -3.6601
H -5.8263 -1.1285 -3.4970
H -4.4648 -0.4568 -6.1604
H -5.4313 0.6445 -5.1745
H -6.1811 -0.7779 -5.9297
C -5.8855 -0.1918 6.3333
C -6.6842 0.9593 5.7442
O -5.9041 2.1197 5.4893
C -4.8255 1.9668 4.5738
C -5.2632 1.5210 3.1895
H -5.4005 0.1170 7.2652
H -6.5402 -1.0423 6.5419
H -5.1014 -0.5331 5.6553
H -7.4558 1.2541 6.4601
H -7.2095 0.6491 4.8355
H -4.0733 1.2868 4.9874
H -4.3444 2.9461 4.4936
H -5.7458 0.5416 3.2082
H -4.4023 1.4579 2.5216
H -5.9814 2.2312 2.7689
C 1.9351 5.1448 0.8646
C 2.3387 3.7117 0.5605
O 3.2762 3.5976 -0.5013
C 4.5242 4.2547 -0.3173
C 5.2964 3.7606 0.8940
H 1.5147 5.6208 -0.0273
H 1.1878 5.1690 1.6622
H 2.7854 5.7484 1.1860
H 1.4500 3.1549 0.2512
H 2.7197 3.2114 1.4567
H 4.3773 5.3390 -0.2762
H 5.1150 4.0579 -1.2170
H 4.7549 3.9383 1.8252
H 6.2603 4.2707 0.9639
H 5.4750 2.6837 0.8200
```